52
Properties=species:S:1:pos:R:3:mulliken_charge:R:1 method="wB97M-V/def2-TZVPD" lumo_ev="-7.767 / -7.765" homo_energy_ha="-0.504 / -0.504" orbital_gap_ev="5.94 / 5.94" total_charge=+2
P 0.4051 2.6319 1.8737 0.630
P 1.5036 1.1504 -1.4764 0.607
C 1.7819 3.0015 0.4969 -0.255
C 1.4539 2.8769 -1.0344 -0.293
H 2.8434 2.5400 0.7449 -0.209
H 2.0112 4.0010 0.8565 -0.283
H 0.4579 3.2809 -1.2834 0.514
H 2.1820 3.3841 -1.6814 0.314
C 3.2786 0.7252 -1.7839 -1.555
H 3.2440 0.1085 -2.6898 0.537
H 3.7498 0.1093 -0.9874 0.495
H 3.8739 1.6256 -1.9881 0.532
C 0.7531 0.8985 -3.0678 -1.034
H 1.5717 1.0729 -3.8037 0.469
H -0.0442 1.6498 -3.2100 0.445
H 0.3640 -0.1371 -3.1644 0.229
C 0.9626 2.8822 3.5571 -1.102
H 0.1517 2.5941 4.2433 0.474
H 1.1526 3.9428 3.7049 0.330
H 1.8477 2.3025 3.8290 0.363
C -0.9088 3.7628 1.4678 -1.074
H -0.9961 3.8969 0.3842 0.363
H -0.6779 4.7377 1.9240 0.427
H -1.8693 3.4092 1.8730 0.409
Zr 2.0645 0.7815 1.0345 0.957
C 4.2371 4.1526 -0.3428 0.069
C 4.8288 3.0780 0.2106 -0.559
C 5.7837 3.1284 1.3434 -0.873
C 5.3949 4.1152 2.4597 -0.942
C 3.9196 4.1629 2.7163 0.160
C 3.0851 5.0954 2.2461 -0.804
C 3.3394 6.0699 1.1296 -0.816
C 4.3800 5.5893 0.0858 -1.305
C -0.1471 0.2940 1.4235 -1.414
H 3.7560 4.0742 -1.3277 0.961
H 4.8130 2.1409 -0.3436 0.356
H 6.7845 3.4125 0.9569 0.347
H 5.8915 2.1331 1.7880 0.301
H 5.8741 3.7803 3.4034 0.444
H 5.7784 5.1310 2.2454 0.294
H 3.5922 3.4625 3.4940 0.521
H 2.1803 5.3130 2.8441 0.636
H 3.6866 7.0307 1.5533 0.380
H 2.3978 6.3176 0.6168 0.371
H 4.2376 6.2146 -0.8229 0.424
H 5.3980 5.8068 0.4321 0.348
H -0.7659 0.0308 0.5529 0.342
H -0.7991 0.8283 2.1565 0.461
H 0.1395 -0.6507 1.9400 0.660
Se 0.3929 -2.9382 -1.8880 -0.010
C 1.1221 -1.9292 -0.6701 0.142
N 1.6620 -1.1689 0.0882 -0.781

=====

75
Properties=species:S:1:pos:R:3:mulliken_charge:R:1 method="wB97M-V/def2-TZVPD" lumo_ev=2.182 homo_energy_ha=-0.298 orbital_gap_ev=10.29 total_charge=-1
Ag 0.1542 0.7364 -0.5422 0.337
As -3.5503 -0.5352 -1.9962 2.161
F -3.0918 -2.2127 -1.9312 -0.470
F -4.4258 -0.7638 -0.5100 -0.518
F -3.9679 1.1472 -1.9417 -0.503
F -2.6558 -0.3010 -3.4400 -0.458
F -4.9523 -0.9502 -2.9173 -0.501
F -2.1129 -0.1698 -1.0537 -0.531
As 1.3941 3.5093 -3.1647 2.232
F 1.3719 2.1937 -1.9773 -0.464
F 0.5585 2.5227 -4.2808 -0.450
F 1.4450 4.8265 -4.2499 -0.496
F 2.2478 4.4477 -1.9889 -0.495
F 2.8864 2.9077 -3.7671 -0.510
F -0.1119 4.0692 -2.5094 -0.457
C -3.8752 0.7558 4.2930 -1.652
C -3.1254 0.8060 3.0060 0.820
O -3.0008 2.1708 2.6008 -0.381
C -2.3093 2.3589 1.4819 0.512
O -1.5384 1.5681 1.0061 -0.016
O -2.5930 3.5335 0.9664 -0.460
C -1.9886 3.7746 -0.3178 -0.458
H -4.0803 -0.2796 4.5674 0.393
H -4.8345 1.2790 4.3015 0.385
H -3.3301 1.2353 5.1158 0.340
H -3.6815 0.2687 2.2296 0.159
H -2.1566 0.3142 3.0822 -0.272
H -2.3595 4.7516 -0.6216 0.270
H -2.2673 3.0046 -1.0300 0.173
H -0.9077 3.8721 -0.2311 0.186
C -0.5510 -4.5948 -2.9164 -1.540
C -0.3257 -3.0999 -2.8725 0.716
O 1.0825 -2.8545 -2.7301 -0.351
C 1.4071 -1.5649 -2.8348 0.659
O 0.6179 -0.6783 -2.9968 -0.493
O 2.7356 -1.4716 -2.7840 -0.477
C 3.2514 -0.1774 -3.0899 -0.408
H 0.0623 -5.1216 -3.6555 0.380
H -1.5804 -4.7770 -3.2359 0.381
H -0.3766 -5.0888 -1.9592 0.306
H -0.8646 -2.7002 -2.0202 -0.441
H -0.6795 -2.6387 -3.7911 0.432
H 2.7972 0.2107 -3.9998 0.388
H 4.3148 -0.2927 -3.3015 0.341
H 3.1121 0.5280 -2.2807 -0.200
C 0.5665 0.5399 4.0803 -0.759
C 1.9759 0.1915 3.6237 0.315
O 2.7250 1.3365 3.2396 -0.424
C 2.5980 1.6907 1.9589 0.547
O 1.8772 1.1490 1.1604 0.156
O 3.3648 2.7383 1.7296 -0.410
C 3.3402 3.2510 0.3888 -0.225
H -0.0556 1.0423 3.3467 -0.162
H 0.6110 1.0895 5.0235 0.418
H 0.0848 -0.4144 4.3343 0.334
H 1.9006 -0.5363 2.8123 -0.351
H 2.5129 -0.2965 4.4331 0.398
H 2.5764 4.0161 0.3084 0.320
H 3.1286 2.4727 -0.3425 -0.243
H 4.3314 3.6272 0.1540 0.376
C -1.6825 -3.1247 0.8678 -0.691
C -0.6893 -2.9204 1.9920 0.004
O 0.6658 -3.3048 1.6658 -0.480
C 1.3196 -2.4935 0.8460 0.382
O 0.8436 -1.5162 0.3290 0.428
O 2.5649 -2.9256 0.7215 -0.473
C 3.5080 -1.9678 0.2682 -0.239
H -1.6747 -2.2791 0.1897 -0.175
H -2.6974 -3.2354 1.2600 0.465
H -1.5310 -4.0623 0.3267 0.235
H -0.9280 -3.5283 2.8623 0.382
H -0.7046 -1.8683 2.2870 -0.111
H 4.4718 -2.4609 0.1691 0.277
H 3.6066 -1.1406 0.9706 0.118
H 3.2448 -1.5892 -0.7182 0.019

=====

64
Properties=species:S:1:pos:R:3:mulliken_charge:R:1 method="wB97M-V/def2-TZVPD" lumo_ev=0.198 homo_energy_ha=-0.365 orbital_gap_ev=10.12 smiles=BrCCBr.BrCCBr.BrCCBr.BrCCBr.BrCCBr.BrCCBr.BrCCBr.BrCCBr
Br 1.7881 -5.2750 -4.1972 -0.166
C 3.1586 -4.1745 -3.2647 -0.237
C 3.3249 -4.7696 -1.8912 -0.500
Br 4.6246 -3.7859 -0.8715 -0.173
H 2.7799 -3.1592 -3.2984 -0.082
H 3.9906 -4.3280 -3.9408 0.331
H 3.6005 -5.8181 -1.9599 0.426
H 2.3854 -4.7259 -1.3453 0.350
Br -3.6123 -1.1985 3.9558 -0.118
C -4.2597 0.6023 3.6022 -0.403
C -3.1367 1.5936 3.7893 -0.269
Br -3.9836 3.3680 3.7534 -0.163
H -5.0170 0.7107 4.3702 0.368
H -4.6874 0.7037 2.6085 0.203
H -2.4285 1.6667 2.9714 -0.197
H -2.6519 1.4382 4.7485 0.517
Br 4.9303 -1.9743 -5.7684 -0.175
C 4.2963 -0.4180 -4.6866 -0.516
C 5.1614 -0.2949 -3.4348 -0.516
Br 4.5209 1.2546 -2.3954 -0.102
H 3.2399 -0.4684 -4.4568 0.196
H 4.6006 0.3767 -5.3552 0.435
H 6.1555 -0.0452 -3.8073 0.442
H 5.3400 -1.1774 -2.8255 0.263
Br -6.8841 -3.4705 1.9493 -0.175
C -5.1164 -3.1149 1.1595 -0.608
C -5.0310 -1.6727 0.7140 -0.535
Br -3.1583 -1.2938 0.2525 -0.005
H -5.0072 -3.8268 0.3477 0.420
H -4.4276 -3.3654 1.9579 0.300
H -5.3972 -1.0304 1.5068 0.237
H -5.6314 -1.5212 -0.1782 0.434
Br 2.6408 -0.8505 2.1794 -0.149
C 2.1192 -1.5292 3.9667 -0.527
C 0.6079 -1.4863 4.0994 -0.355
Br 0.1250 -1.6808 6.0145 -0.174
H 2.5487 -0.8425 4.6971 0.351
H 2.6691 -2.4399 4.1876 0.406
H 0.1028 -2.2795 3.5594 0.377
H 0.2447 -0.5135 3.7966 0.030
Br -2.0412 3.9995 -0.0511 -0.132
C -3.2985 2.5007 -0.4577 -0.082
C -4.4417 3.0311 -1.3006 -0.618
Br -5.6641 1.5264 -1.7623 -0.191
H -3.7390 2.2467 0.5037 -0.008
H -2.6994 1.6843 -0.8378 0.241
H -4.1057 3.5747 -2.1789 0.444
H -5.0788 3.6929 -0.7241 0.380
Br 4.1114 5.5770 1.0889 -0.170
C 3.1756 5.3600 -0.6026 -0.688
C 2.4809 3.9947 -0.6891 -0.337
Br 1.5091 3.9142 -2.3784 -0.113
H 3.8589 5.4216 -1.4425 0.410
H 2.3995 6.1193 -0.6348 0.414
H 1.9463 3.7570 0.2273 0.403
H 3.2734 3.2577 -0.8120 0.029
Br 1.5978 -0.9146 -2.2713 -0.085
C 0.3507 -0.6020 -0.7882 -0.478
C 0.4956 0.8585 -0.3686 -0.412
Br -0.2175 1.0123 1.4173 -0.049
H 0.7718 -1.2187 -0.0046 0.241
H -0.6716 -0.8141 -1.0733 0.305
H -0.0507 1.5902 -0.9637 0.293
H 1.5119 1.2472 -0.4061 0.259

=====

Short version: relative energy (zero: lowest compared OMol25 entry of this formula, charge and spin) = 94.44; 0.00; 25.10 kcal per mole, in the order given.